[1]
ORCA calculation (the ωB97M-V functional and the def2-TZVPD basis) on a cluster of 3 separate species, C16H40O5S2Si in total.

Geometry as XYZ:
```
64
Properties=species:S:1:pos:R:3:forces:R:3
C -0.946 4.365 4.616 0.020 -0.066 -0.003
Si -2.595 3.769 5.251 -0.027 0.182 -0.033
C -3.958 4.729 4.435 -0.019 -0.044 -0.128
C -2.675 3.907 7.106 0.033 0.027 0.044
O -2.825 2.161 4.676 0.090 -0.112 0.128
S -2.591 0.782 5.414 -0.089 0.079 0.103
O -3.427 0.742 6.585 0.000 -0.057 -0.058
O -1.076 1.189 6.041 0.072 0.097 -0.233
C 0.015 0.388 5.662 0.067 -0.132 0.176
S 0.469 0.572 3.913 0.000 -0.005 0.078
O -0.194 -0.454 3.155 0.152 0.144 0.009
O 1.889 0.786 3.842 -0.194 -0.084 -0.063
H -0.111 4.020 5.232 -0.044 -0.001 -0.039
H -0.762 4.072 3.579 -0.042 0.028 0.028
H -0.952 5.459 4.644 0.054 -0.047 0.017
H -4.930 4.250 4.573 0.040 0.030 0.055
H -4.005 5.734 4.863 -0.009 -0.041 -0.032
H -3.782 4.826 3.361 -0.024 0.001 0.043
H -3.558 4.482 7.392 0.030 -0.055 0.024
H -2.703 2.954 7.634 -0.005 0.018 -0.099
H -1.791 4.456 7.445 -0.059 -0.013 0.039
H 0.881 0.719 6.234 -0.073 -0.026 0.016
H -0.161 -0.682 5.813 0.015 0.042 -0.027
H -0.155 1.747 3.646 -0.009 0.072 -0.025
C 3.346 -0.672 -3.273 -0.014 -0.044 0.011
C 2.455 -1.086 -2.108 -0.022 0.010 -0.022
C 2.208 0.031 -1.096 -0.005 0.009 0.010
C 3.467 0.563 -0.408 -0.001 0.017 0.005
C 4.291 -0.494 0.326 -0.016 0.007 -0.012
C 3.519 -1.190 1.441 0.057 -0.023 -0.038
H 4.341 -0.375 -2.937 -0.004 0.004 0.002
H 3.470 -1.494 -3.980 0.008 0.025 -0.025
H 2.910 0.172 -3.814 0.021 0.011 0.002
H 2.891 -1.954 -1.605 -0.010 0.002 0.013
H 1.488 -1.418 -2.498 0.009 -0.017 -0.002
H 1.502 -0.324 -0.340 0.004 0.004 0.004
H 1.711 0.864 -1.604 0.000 -0.006 -0.005
H 3.167 1.333 0.310 0.012 -0.004 0.003
H 4.102 1.067 -1.142 -0.008 -0.002 -0.009
H 5.176 -0.009 0.748 0.002 -0.016 0.008
H 4.667 -1.236 -0.385 -0.004 0.012 -0.016
H 3.161 -0.465 2.172 -0.013 -0.029 0.006
H 4.148 -1.914 1.962 -0.002 0.007 0.009
H 2.652 -1.729 1.055 0.000 -0.003 0.007
C -3.597 -2.424 -5.846 0.003 0.005 -0.005
C -2.495 -3.461 -6.031 -0.001 -0.003 -0.005
C -1.637 -3.671 -4.784 0.000 -0.008 0.008
C -0.887 -2.427 -4.303 -0.009 0.000 0.002
C 0.035 -1.792 -5.344 0.040 0.004 0.019
C 1.152 -2.717 -5.813 -0.007 0.016 -0.010
H -3.187 -1.438 -5.619 0.000 -0.001 -0.005
H -4.204 -2.326 -6.747 -0.004 -0.008 0.004
H -4.260 -2.704 -5.024 0.007 0.010 0.006
H -1.861 -3.173 -6.874 0.008 -0.008 0.003
H -2.945 -4.419 -6.308 -0.003 0.005 -0.006
H -0.924 -4.477 -4.975 0.006 0.005 0.005
H -2.278 -4.025 -3.969 -0.003 -0.002 -0.007
H -0.294 -2.701 -3.424 0.002 0.003 -0.004
H -1.604 -1.677 -3.958 -0.005 -0.006 0.000
H 0.477 -0.890 -4.912 -0.006 0.002 -0.004
H -0.549 -1.458 -6.206 -0.017 0.009 0.014
H 1.772 -3.033 -4.971 -0.013 -0.023 -0.001
H 1.799 -2.215 -6.534 0.015 -0.004 0.013
H 0.761 -3.615 -6.294 -0.004 0.003 0.001
```
Forces are in eV/Å.

Summary:
LUMO = 0.0180 hartree
HOMO level = -0.3920 Eh

---

[2]
ORCA calculation (the ωB97M-V functional and the def2-TZVPD basis) on a cluster of 7 separate species, C16H41F2N6O12S2 in total.

Geometry as XYZ:
```
79
Properties=species:S:1:pos:R:3:forces:R:3
N -1.199 0.390 -0.965 -1.153 1.783 3.590
S -0.650 -0.944 -0.406 3.240 -7.470 -0.652
O -1.541 -2.052 -0.019 0.663 2.642 -1.079
O 0.568 -0.906 0.379 -1.268 0.900 -0.431
F -0.068 -1.419 -1.861 -0.897 0.254 0.777
S -1.304 1.122 0.643 -4.699 0.714 2.233
O -0.135 1.761 1.027 2.247 1.484 -0.513
O -1.974 0.411 1.746 0.858 0.637 -3.532
F -2.357 2.264 0.180 1.183 -1.036 0.261
C -3.001 -4.876 -0.738 0.265 -0.578 0.767
C -3.900 -4.570 0.501 -3.815 -0.679 -2.804
O -5.129 -4.714 0.481 4.955 0.676 0.963
N -3.220 -3.802 1.597 -0.217 2.326 1.137
H -2.868 -4.278 2.415 -1.091 -1.245 0.754
H -2.298 -3.511 1.303 0.333 0.680 -1.299
C -3.953 -2.502 2.067 -0.960 0.208 -0.283
H -1.933 -5.019 -0.574 0.036 0.129 0.770
H -3.010 -4.078 -1.481 -0.617 0.163 0.250
H -3.293 -5.815 -1.208 -0.560 0.192 0.090
H -5.007 -2.647 2.304 0.219 -1.042 0.213
H -4.053 -1.765 1.269 0.867 -0.429 -0.317
H -3.495 -2.023 2.932 0.476 -0.538 -0.167
C 2.375 5.165 1.284 -0.813 0.240 0.285
C 3.655 4.438 0.974 1.830 5.040 -4.508
O 4.426 4.839 0.046 -3.065 -3.268 4.846
N 3.997 3.335 1.894 -0.304 -0.974 -0.605
H 4.994 3.184 1.831 0.673 -0.352 -0.449
H 3.834 3.534 2.870 -0.436 0.647 0.414
C 3.182 2.094 1.509 0.463 -0.192 0.905
H 2.346 5.651 2.259 0.518 -0.367 0.489
H 1.470 4.558 1.256 0.173 -0.453 -0.011
H 2.156 6.023 0.649 0.663 -0.354 -0.573
H 2.148 2.164 1.848 -0.045 0.723 -0.570
H 3.540 1.291 2.153 0.487 -0.182 -0.529
H 3.323 1.945 0.438 -0.190 -0.203 0.295
C 3.113 -1.865 2.849 0.281 -0.709 0.570
C 2.837 -1.154 4.126 -4.132 4.161 -1.099
O 1.906 -0.308 4.194 4.114 -3.434 0.838
N 3.810 -1.214 5.297 -0.337 0.819 0.487
H 3.283 -1.146 6.155 -0.851 0.094 0.392
H 4.372 -2.041 5.442 0.144 -0.852 -0.627
C 4.780 -0.034 5.325 -0.172 -0.478 -0.951
H 4.105 -1.566 2.511 0.235 -0.417 -0.086
H 2.382 -1.657 2.068 -0.111 0.441 0.406
H 3.046 -2.937 3.034 0.543 -0.220 -0.114
H 4.224 0.866 5.059 0.031 -0.127 0.336
H 5.477 -0.298 4.530 0.408 0.437 0.327
H 5.230 0.010 6.316 0.046 0.056 -0.222
C -5.237 -1.889 -3.485 0.726 0.488 -0.266
C -4.426 -1.399 -2.310 -1.912 -1.019 2.617
O -4.482 -1.848 -1.184 0.610 0.745 -2.051
N -3.637 -0.106 -2.420 -0.760 0.139 -0.540
H -2.696 -0.237 -2.079 0.361 -0.099 1.004
H -3.495 0.122 -3.394 -0.277 0.169 -0.581
C -4.354 1.118 -1.746 0.860 -1.113 -1.391
H -6.243 -2.220 -3.228 0.134 0.166 0.551
H -4.743 -2.773 -3.889 0.155 -0.013 -0.207
H -5.316 -1.124 -4.257 0.072 -0.117 -0.130
H -3.565 1.865 -1.657 -0.435 -0.004 0.151
H -4.779 0.799 -0.794 0.013 0.119 -0.261
H -5.050 1.363 -2.549 -0.439 0.465 0.723
C -0.206 4.287 -2.635 -0.032 -2.505 -0.238
C 0.668 3.107 -2.137 0.607 2.738 1.962
O 1.381 3.299 -1.173 -0.931 -2.002 -2.308
N 0.502 1.700 -2.775 0.880 1.543 0.356
H -0.082 1.209 -2.113 -0.102 -0.804 1.275
H -0.158 1.779 -3.535 0.351 0.240 -1.003
C 1.777 0.951 -3.102 -0.594 -0.725 -0.509
H -0.130 5.063 -1.873 0.117 0.143 -0.661
H -1.225 3.906 -2.704 -0.413 0.075 0.393
H -0.024 4.486 -3.691 0.581 0.687 0.154
H 2.057 1.221 -4.121 0.475 0.278 0.384
H 1.542 -0.114 -3.122 -0.190 0.240 0.154
H 2.534 1.057 -2.325 -0.169 0.598 -0.268
O 1.614 -2.434 -3.649 1.017 -1.134 -0.165
C 2.972 -2.443 -3.762 -0.925 0.098 0.654
O 3.653 -3.470 -3.436 -0.395 -0.010 -0.009
O 3.545 -1.430 -4.075 0.981 0.589 -0.399
H 1.408 -1.746 -4.286 -0.585 0.173 -0.359
```
Forces are in eV/Å.

Summary:
LUMO (alpha / beta) = -0.3675 / -0.4091 hartree
2S+1 = 2
HOMO level (alpha / beta) = -0.7398 / -0.7231 Eh
Charge = +4

---

Ordered maximum force results: 0.26; 8.17; unit eV/A.